(1)
Computed, not measured: a molecular structure, C5H7NO, with wB97M-V/def2-TZVPD.

```
14
Properties=species:S:1:pos:R:3:forces:R:3
O 2.2332 -1.0650 -0.5167 -0.191 -0.118 0.031
C 1.9159 0.1286 0.0813 0.403 0.161 -0.077
C 1.0969 0.0714 1.3609 -0.244 0.337 -0.467
C 0.3629 0.6393 0.4326 -0.284 -0.293 0.583
C -1.0009 0.7943 -0.1135 0.091 0.158 -0.014
C -1.7230 -0.4447 -0.5182 -0.020 -0.211 -0.222
N -2.0614 0.2363 0.7177 -0.092 -0.051 0.219
H 1.8552 -1.7642 0.0406 0.079 0.108 -0.093
H 2.7352 0.8483 0.0298 -0.230 -0.075 0.025
H 1.1435 0.8258 -0.6775 0.297 -0.115 -0.068
H -1.2575 1.7392 -0.5870 0.129 -0.152 0.055
H -1.1644 -1.3770 -0.4735 -0.075 0.147 0.027
H -2.4784 -0.3927 -1.2983 0.136 0.039 0.118
H -1.6571 -0.2397 1.5219 -0.001 0.063 -0.118
```
Positions in Å, forces in eV/Å.

Properties
**Relative energy (zero: lowest compared OMol25 entry of this formula, charge and spin)**: 6.458 eV
**HOMO**: -9.510 eV
**Kohn-Sham gap**: 10.30 eV
**Strongest force on any atom**: 0.7 eV/A

(2)
Computed, not measured: a molecular structure, C16H14BF4FeN2OS2 at a distorted geometry, with wB97M-V/def2-TZVPD.

```
41
Properties=species:S:1:pos:R:3:forces:R:3
Fe 0.4042 1.6670 -2.0899 -0.276 -0.235 1.183
C 1.0015 -0.1363 1.9218 0.019 0.113 0.007
C 1.2603 0.5319 0.6016 -0.044 -0.027 0.043
N 0.2662 0.9192 -0.1346 -0.115 -0.089 -0.157
N -0.9959 0.7322 0.3980 0.086 0.059 0.163
C -1.9489 0.8388 -0.4481 -0.073 0.004 -0.069
S -1.7879 1.0913 -2.1703 -0.054 0.063 -0.423
S -3.6232 0.7130 0.0897 0.075 -0.128 -0.085
C -3.4554 -0.5717 1.3811 0.061 0.105 -0.053
C -3.3781 -1.9531 0.7975 -0.004 0.068 -0.069
C -2.1498 -2.5097 0.4538 0.021 -0.055 0.016
C -2.0826 -3.7712 -0.1202 -0.005 0.010 -0.001
C -3.2447 -4.4900 -0.3591 -0.010 0.004 0.015
C -4.4752 -3.9362 -0.0320 0.009 0.004 -0.005
C -4.5395 -2.6744 0.5384 0.010 0.007 0.012
C 2.6345 0.7003 0.1371 -0.064 0.018 0.129
C 3.6894 0.7554 1.0623 -0.015 -0.015 0.005
C 4.9973 0.8583 0.6504 0.011 -0.009 -0.079
C 5.2846 0.8675 -0.7168 0.004 -0.008 0.067
C 4.2700 0.8248 -1.6458 0.015 -0.025 -0.079
C 2.9375 0.7746 -1.2310 -0.013 0.103 -0.101
O 1.9719 0.7789 -2.1493 0.341 -0.274 -0.590
H 0.1924 -0.8539 1.8160 0.012 0.008 0.020
H 1.8895 -0.6440 2.2831 -0.010 0.012 0.009
H 0.6725 0.6003 2.6576 0.002 0.007 -0.008
H -2.5754 -0.3180 1.9670 -0.046 -0.017 0.074
H -4.3436 -0.4460 1.9987 0.009 -0.018 0.033
H -1.2403 -1.9478 0.6287 -0.045 -0.027 0.009
H -1.1205 -4.1925 -0.3830 -0.004 -0.002 0.013
H -3.1925 -5.4787 -0.7958 -0.003 0.013 -0.020
H -5.3867 -4.4870 -0.2254 0.005 -0.001 0.012
H -5.5019 -2.2367 0.7788 0.003 -0.027 0.019
H 3.4669 0.7489 2.1210 0.004 -0.019 -0.015
H 5.7941 0.9276 1.3773 -0.001 -0.015 0.005
H 6.3125 0.9141 -1.0521 -0.004 0.029 0.001
H 4.4724 0.8432 -2.7083 0.001 0.019 0.015
F -0.3268 5.4095 -2.2857 0.068 -0.046 0.044
B 0.6972 5.0869 -1.4576 -0.058 0.249 0.019
F 0.4457 5.1836 -0.1312 0.016 -0.033 -0.072
F 1.9321 5.4638 -1.8624 -0.065 -0.044 0.017
F 0.7766 3.4163 -1.6612 0.137 0.220 -0.104
```
Positions in Å, forces in eV/Å.

Properties
**Multiplicity**: 6
**Relative energy (zero: lowest compared OMol25 entry of this formula, charge and spin)**: 0.095 eV
**HOMO (spin up / spin down)**: -8.911 / -8.947 eV
**Expectation value of S²**: 8.766
**Kohn-Sham gap (spin up / spin down)**: 8.10 / 6.67 eV
**Strongest force on any atom**: 1.2 eV/A

(3)
Computed, not measured: a gas-phase ion, C5H10ClN2O2 (charge -1) at a distorted geometry, with wB97M-V/def2-TZVPD.

```
20
Properties=species:S:1:pos:R:3:forces:R:3
C -1.9907 -0.4480 0.1568 0.260 2.515 -1.493
C -0.5704 -0.8798 0.1253 0.595 -2.638 3.696
N -0.3737 -1.9647 1.5744 -1.276 6.546 -2.480
N -0.1214 -3.1112 1.2117 0.191 -1.674 -0.071
O -0.4466 -3.6354 0.1257 -0.010 -0.433 -1.307
O 0.4566 -3.7515 2.0957 1.021 -2.472 1.075
C 0.4356 0.2022 0.5187 0.378 0.528 -0.129
C 0.4048 1.4274 -0.4286 1.699 -2.975 -1.493
C 1.7923 -0.4378 0.7387 1.667 -1.064 -2.421
Cl -0.0788 0.9936 2.0298 -0.162 0.157 1.606
H -2.5263 -1.2996 0.4357 -1.523 -1.346 -0.671
H -2.1634 0.1332 -0.8131 -0.700 -1.399 0.745
H -2.2948 0.2994 0.8982 0.768 -0.144 0.264
H -0.3298 -1.6079 -0.7046 0.011 1.260 0.768
H 1.2057 2.1578 -0.3402 -0.610 0.514 1.037
H -0.6249 1.6860 -0.5704 -0.161 0.896 -0.099
H 0.7952 0.9215 -1.3204 -0.586 0.184 -0.848
H 1.9009 -1.0939 1.6190 -0.563 0.232 -0.591
H 2.0563 -1.0455 -0.2573 -0.753 0.824 2.132
H 2.6302 0.2636 0.7484 -0.246 0.489 0.280
```
Positions in Å, forces in eV/Å.

Properties
**Relative energy (zero: lowest compared OMol25 entry of this formula, charge and spin)**: 4.412 eV
**HOMO**: -3.672 eV
**SMILES string**: C[C@H](N=[N+]([O-])[O-])C(C)(C)Cl
**Kohn-Sham gap**: 7.02 eV
**Net charge**: -1
**Strongest force on any atom**: 7.1 eV/A

(4)
Computed, not measured: a molecular structure, C2H6O2Tl at a distorted geometry, with wB97M-V/def2-TZVPD.

```
11
Properties=species:S:1:pos:R:3:forces:R:3
Tl 2.1125 0.5160 -4.5304 0.287 0.064 -0.624
C -0.3342 -0.7850 0.6905 4.225 1.905 -4.058
C -0.0531 0.7434 0.7663 -5.128 -1.989 -4.603
O -0.3613 1.2664 -0.5186 1.624 -1.967 2.634
O -0.0171 -1.3623 -0.5706 -1.715 3.313 2.851
H -1.2782 -1.0991 1.1357 -1.559 -0.292 1.084
H 0.3628 -1.2799 1.3669 0.501 -1.602 1.427
H 0.9942 0.8436 1.0511 1.942 0.224 0.731
H -0.6235 1.2802 1.5243 -0.050 0.509 0.956
H -0.6221 2.1832 -0.4045 -0.246 1.661 -0.279
H -0.1801 -2.3065 -0.5107 0.117 -1.827 -0.120
```
Positions in Å, forces in eV/Å.

Properties
**Relative energy (zero: lowest compared OMol25 entry of this formula, charge and spin)**: 0.000 eV
**HOMO**: -24.018 eV
**Kohn-Sham gap**: 3.34 eV
**Net charge**: +3
**Strongest force on any atom**: 7.2 eV/A

(5)
Computed, not measured: C23H24N2O6 in the gas phase, with wB97M-V/def2-TZVPD.

```
55
Properties=species:S:1:pos:R:3:forces:R:3
C 3.7892 -1.7877 1.2571 0.106 0.015 -0.011
O 2.5815 -2.5110 1.2239 -0.171 0.104 -0.023
C 2.7267 -3.9091 1.3592 0.113 -0.346 0.016
C 3.2498 -4.6145 0.1018 -0.306 0.318 0.065
C 2.1942 -4.6737 -1.0052 0.345 -0.190 0.088
N 1.6431 -3.3667 -1.2828 0.022 -0.365 -0.189
C 2.3721 -2.3285 -1.8330 -0.028 -0.100 -0.040
O 3.5084 -2.4066 -2.2275 0.078 0.045 -0.005
C 1.4578 -1.1566 -1.8259 -0.619 0.261 0.232
C 1.6476 0.1359 -2.2695 0.033 -0.183 0.033
C 0.5983 1.0312 -2.1087 -0.167 -0.004 0.017
C -0.6036 0.6374 -1.5238 0.136 -0.328 -0.063
C -1.6644 1.6606 -1.3579 0.109 0.372 -0.131
O -1.5181 2.8322 -1.6332 -0.011 -0.157 -0.095
O -2.7942 1.1463 -0.8815 0.090 -0.365 0.069
C -3.9033 2.0189 -0.6802 -0.368 0.347 0.135
C -3.7905 2.7434 0.6747 -0.024 -0.165 -0.726
O -4.4602 2.4230 1.6315 -0.265 -0.240 0.332
N -2.9006 3.7478 0.6655 0.330 0.505 -0.011
C -2.4852 4.4181 1.8762 0.027 0.068 0.178
C -0.9768 4.2630 2.0981 -0.184 -0.032 0.026
C -0.4864 2.8455 1.9459 0.096 0.109 -0.025
C 0.6881 2.5960 1.2464 -0.020 0.024 0.041
C 1.1823 1.3099 1.1237 0.139 -0.075 0.060
C 0.4984 0.2440 1.6828 0.124 -0.038 0.064
C -0.6834 0.4812 2.3640 -0.035 -0.062 0.064
C -1.1687 1.7701 2.5023 0.008 0.022 -0.001
C -0.7938 -0.6750 -1.0793 0.080 0.048 -0.147
C 0.2519 -1.5547 -1.2413 0.323 0.480 -0.258
C 0.3745 -2.9860 -0.8671 -0.048 -0.032 -0.079
O -0.4242 -3.7130 -0.3374 -0.109 0.052 0.123
H 4.3929 -2.0731 2.1265 -0.004 0.033 0.003
H 4.3825 -1.9309 0.3479 0.001 0.011 0.027
H 3.5141 -0.7380 1.3406 0.084 0.040 0.011
H 1.7246 -4.2758 1.5997 0.095 -0.054 0.047
H 3.3955 -4.1284 2.2045 -0.098 0.029 -0.031
H 3.5390 -5.6329 0.3620 0.058 -0.032 0.008
H 4.1324 -4.0935 -0.2711 0.069 -0.089 0.021
H 2.6391 -5.0697 -1.9226 -0.124 -0.001 0.075
H 1.3548 -5.3040 -0.7006 0.093 0.057 -0.103
H 2.5812 0.4360 -2.7193 0.088 0.029 -0.048
H 0.6945 2.0575 -2.4302 0.008 0.072 -0.007
H -3.9590 2.7465 -1.4968 -0.003 -0.147 0.075
H -4.7843 1.3763 -0.6689 0.154 0.149 0.050
H -2.3398 3.9011 -0.1647 -0.204 -0.201 0.027
H -3.0588 3.9776 2.6939 0.051 0.116 -0.076
H -2.7369 5.4823 1.8109 -0.007 -0.108 0.130
H -0.4441 4.8963 1.3847 0.050 0.030 0.058
H -0.7391 4.6240 3.1028 0.025 0.107 -0.050
H 1.2276 3.4200 0.8004 0.032 0.106 -0.053
H 2.1031 1.1406 0.5837 0.073 -0.020 -0.046
H 0.8850 -0.7600 1.5910 0.048 -0.120 -0.006
H -1.2291 -0.3433 2.7979 -0.060 -0.087 0.050
H -2.0863 1.9322 3.0469 -0.157 0.029 0.038
H -1.7199 -0.9783 -0.6194 -0.076 -0.039 0.061
```
Positions in Å, forces in eV/Å.

Properties
**Relative energy (zero: lowest compared OMol25 entry of this formula, charge and spin)**: 0.556 eV
**HOMO**: -9.092 eV
**SMILES string**: COCCCN1C(=O)c2ccc(C(=O)OCC(=O)NCCc3ccccc3)cc2C1=O
**Kohn-Sham gap**: 8.32 eV
**Strongest force on any atom**: 0.7 eV/A

(6)
Computed, not measured: a molecular structure, C22H24BN10O2S4Tl at a distorted geometry, with wB97M-V/def2-TZVPD.

```
64
Properties=species:S:1:pos:R:3:forces:R:3
Tl 0.7036 0.2818 1.1632 0.172 -0.409 -0.483
C 1.0623 -3.8839 -2.1196 0.095 0.058 -0.075
N 1.5424 -2.6213 -2.6590 -0.290 -0.142 0.083
C 1.3007 -2.1712 -3.9431 0.040 -0.229 0.154
C 1.7798 -0.9274 -4.0291 -0.031 0.201 0.143
N 2.2937 -0.5931 -2.7716 0.025 0.315 -0.143
C 2.1612 -1.6641 -1.9039 0.066 -0.312 -0.156
S 2.7105 -1.9075 -0.3443 -0.006 0.108 -0.230
C 2.7999 0.7019 -2.4826 -0.016 -0.062 -0.049
C 3.2858 1.5052 -3.5137 0.084 -0.056 -0.041
C 3.7415 2.7678 -3.1906 -0.007 0.060 -0.006
C 3.7125 3.1892 -1.8683 -0.003 0.002 -0.031
C 3.1978 2.3148 -0.9297 -0.067 -0.074 0.064
N 2.7410 1.1012 -1.2330 -0.122 0.122 0.210
H 0.8935 -4.5681 -2.9490 0.006 0.001 -0.009
H 0.1363 -3.7232 -1.5695 0.031 0.025 -0.001
H 1.8110 -4.2881 -1.4458 0.068 -0.024 0.001
H 0.8239 -2.7838 -4.6892 -0.012 0.016 0.086
H 1.7607 -0.2413 -4.8544 0.007 0.027 0.071
H 3.3243 1.1582 -4.5350 0.038 -0.039 -0.002
H 4.1171 3.4191 -3.9698 0.022 -0.020 0.016
H 4.0704 4.1672 -1.5760 -0.029 -0.026 -0.011
H 3.1249 2.5933 0.1178 -0.004 -0.019 -0.042
N 0.5849 2.0823 4.4723 -1.168 1.388 -0.300
C 0.1055 3.0051 3.5715 0.244 -0.142 0.921
N -0.1047 2.7368 2.3298 -0.315 0.220 -0.332
C -0.6145 3.8306 1.6568 0.004 -0.083 -0.109
C -0.7996 4.9440 2.4030 0.002 0.035 0.028
S -0.3245 4.6303 4.0327 0.040 0.058 0.111
C -0.8864 3.6569 0.2217 0.112 0.007 0.578
C -1.4288 4.5543 -0.6271 -0.129 0.200 -0.209
S -1.5657 3.8495 -2.1944 0.045 -0.046 -0.138
C -0.8584 2.3853 -1.5763 -0.073 0.046 -0.090
N -0.5627 2.4379 -0.3135 0.072 -0.373 -0.483
N -0.6198 1.2872 -2.3668 0.050 0.866 -0.164
H 1.0572 1.2889 4.0677 0.204 -0.294 -0.086
H 0.9861 2.4283 5.3251 0.114 0.023 0.019
H -1.1707 5.9119 2.1054 0.018 -0.075 0.001
H -1.7598 5.5631 -0.4399 0.029 -0.068 0.020
H -1.1114 1.2392 -3.2425 -0.087 0.006 0.006
H -0.6266 0.4364 -1.8435 0.055 -0.823 0.429
N -0.4932 -0.8032 3.8212 -0.208 0.134 -0.138
N 0.1507 -1.4700 4.8483 0.237 0.052 -0.100
C 1.4764 -1.3123 5.0845 -0.114 -0.097 0.081
N 1.9434 -2.1684 6.0298 0.135 0.102 0.017
S 2.4651 -0.1718 4.3709 0.454 -0.988 0.167
H -1.1294 -0.1000 4.1753 -0.002 0.024 0.030
H -0.9790 -1.4497 3.2109 0.031 -0.008 -0.056
H -0.3691 -2.1322 5.4017 -0.024 -0.029 0.065
H 1.4358 -3.0009 6.2797 0.027 -0.001 -0.056
H 2.9375 -2.1660 6.1705 0.016 -0.003 0.042
O -2.6814 -1.2159 0.5881 -0.111 -0.115 0.001
B -1.3954 -1.2721 -0.0282 0.093 0.181 0.042
O -1.5367 -2.1798 -1.1362 -0.122 0.137 0.017
C -2.8434 -2.6024 -1.1700 0.242 0.046 -0.082
C -3.4580 -3.4470 -2.0669 -0.060 -0.036 -0.034
C -4.8153 -3.7140 -1.8624 0.090 0.025 0.026
C -5.5050 -3.1419 -0.7992 0.059 0.006 0.028
C -4.8676 -2.2773 0.0948 -0.137 -0.030 -0.014
C -3.5332 -2.0228 -0.1222 0.079 0.121 0.204
H -2.9095 -3.8754 -2.8968 -0.025 -0.024 0.036
H -5.3354 -4.3790 -2.5405 0.013 0.024 0.008
H -6.5535 -3.3725 -0.6590 0.014 0.022 -0.012
H -5.3990 -1.8201 0.9201 0.023 -0.014 -0.026
```
Positions in Å, forces in eV/Å.

Properties
**Relative energy (zero: lowest compared OMol25 entry of this formula, charge and spin)**: 2.241 eV
**HOMO**: -5.863 eV
**Kohn-Sham gap**: 6.21 eV
**Strongest force on any atom**: 1.8 eV/A